ORCA calculation (wB97M-V/def2-TZVPD) on a cluster of 7 separate species, C19H52O9 in total at a distorted geometry.

Each line ends with the Löwdin charge.
Positions of all 80 atoms, in Å:
C 1.14832 -1.20481 0.00974  -0.042
C 0.50966 0.16049 -0.27660  -0.469
C 1.28282 0.81564 -1.42579  -0.050
O -0.78581 -0.01446 -0.82104  -0.053
H 0.37585 -1.89909 0.34047  0.070
H 1.98146 -1.14505 0.71003  0.069
H 1.62146 -1.52754 -0.91767  0.070
H 0.57310 0.73021 0.65048  0.110
H 2.33827 0.89846 -1.16644  0.082
H 0.89911 1.82817 -1.55084  0.064
H 1.28037 0.19957 -2.32499  0.065
H -1.17334 0.85213 -0.96403  0.058
C 0.21810 -3.96281 3.22535  -0.068
C 1.24936 -3.71195 4.26212  -0.486
C 2.48163 -3.01637 3.61293  -0.027
O 0.64219 -3.05982 5.35648  -0.029
H -0.71440 -4.40448 3.57675  0.090
H 0.56874 -4.71567 2.51941  0.052
H -0.00708 -3.06685 2.64686  0.079
H 1.62589 -4.69829 4.53317  0.128
H 2.32115 -2.91284 2.53979  0.057
H 3.40753 -3.57330 3.75660  0.078
H 2.56220 -1.95781 3.86002  0.056
H 1.23652 -2.39977 5.72078  0.079
C -2.40778 2.48967 -3.01076  -0.045
C -3.62826 3.00625 -2.26287  -0.475
C -3.74853 3.00007 -0.74604  -0.044
O -3.47278 4.34075 -2.67579  -0.079
H -1.54473 2.85872 -2.45664  0.081
H -2.42262 2.71916 -4.07622  0.095
H -2.33366 1.40387 -2.95051  0.050
H -4.56915 2.67009 -2.69855  0.134
H -4.73485 3.26261 -0.36349  0.074
H -3.15118 3.75730 -0.23823  0.072
H -3.59608 1.98900 -0.36841  0.075
H -4.32772 4.77436 -2.72727  0.092
C -1.67348 -0.93448 -4.42321  -0.065
C -0.41699 -0.41395 -5.08934  -0.458
C 0.73630 -1.40050 -4.83457  -0.077
O -0.55009 -0.17543 -6.53648  -0.047
H -2.54738 -0.32179 -4.64457  0.077
H -1.39035 -0.85635 -3.37352  0.062
H -1.91045 -1.98909 -4.56368  0.083
H -0.12591 0.44826 -4.48936  0.116
H 0.76463 -1.84919 -3.84161  0.066
H 1.72292 -0.97372 -5.01494  0.077
H 0.58345 -2.34136 -5.36328  0.082
H 0.36395 -0.02634 -6.78926  0.069
C -0.48272 5.49517 1.64127  -0.076
C 0.40997 5.81201 0.55888  -0.566
C 1.34896 4.70679 0.20291  -0.042
O -0.27438 6.13380 -0.63830  -0.026
H -0.87583 4.50700 1.40236  0.080
H -1.24242 6.27342 1.56864  0.092
H -0.11055 5.32746 2.65195  0.089
H 0.97599 6.65499 0.95522  0.135
H 2.32269 4.94351 -0.22595  0.088
H 0.75209 3.96543 -0.32835  0.072
H 1.57470 4.13856 1.10527  0.073
H -1.03685 6.68156 -0.43784  0.083
C 0.02006 -5.71763 -0.56394  -0.192
C 0.49000 -6.68460 0.55338  -0.217
O 1.86368 -6.70715 1.03842  -0.087
O 0.44626 -6.20660 -1.87435  -0.082
H 0.41452 -4.71968 -0.37265  0.106
H -1.06333 -5.61030 -0.51076  0.119
H 0.14300 -7.71707 0.51215  0.118
H 0.00551 -6.27237 1.43849  0.084
H 2.56353 -7.01665 0.45875  0.074
H 1.32774 -5.88671 -2.07994  0.072
C 1.50482 1.20125 3.87527  -0.192
C 0.02702 1.72595 3.62139  -0.208
O -0.86523 1.30705 4.66369  -0.056
O 2.45893 1.24157 2.76937  -0.096
H 1.57192 0.17976 4.24965  0.091
H 1.86599 1.86150 4.66376  0.106
H -0.35004 1.42756 2.64318  0.105
H 0.08994 2.81359 3.58723  0.098
H -0.48300 1.52102 5.51792  0.081
H 3.34498 0.96827 3.01801  0.077

Values from the calculation:
2S+1	1
SMILES	CC(C)O.CC(C)O.CC(C)O.CC(C)O.CC(C)O.OCCO.OCCO
net charge	0
HOMO	-10.07	eV

ORCA calculation (wB97M-V/def2-TZVPD) on a cluster of 15 separate species, C19H53N11O30 in total at a distorted geometry.

Each line ends with the Löwdin charge.
Positions of all 113 atoms, in Å:
C 0.36627 0.05046 -0.45991  -0.109
O 0.84027 -0.04428 0.90473  -0.142
H -0.22501 0.96335 -0.38834  0.076
H 1.05266 0.18977 -1.29511  0.067
H -0.14000 -0.88559 -0.69569  0.068
H 1.22033 -0.91826 1.02016  0.012
C 2.27905 3.32389 -0.76800  -0.180
O 2.32423 2.93451 0.55910  -0.100
H 3.10685 2.97958 -1.38792  0.063
H 1.35516 3.07136 -1.28833  0.066
H 2.28921 4.41380 -0.75819  0.087
H 1.68789 2.23778 0.73581  0.041
C -2.42098 -2.29975 -4.77370  0.074
N -1.41864 -1.29589 -4.20107  -0.409
O -1.79721 -0.25912 -3.76034  0.094
O -0.28687 -1.79279 -4.12028  0.016
H -3.23436 -1.75554 -5.25366  0.095
H -2.63223 -2.71797 -3.78954  0.073
H -2.09883 -3.09741 -5.44306  0.100
C 0.19991 3.36531 -4.15645  0.020
N 0.66834 4.74375 -4.36951  -0.468
O 1.83995 5.00149 -4.17987  0.045
O -0.09533 5.61881 -4.55581  0.094
H -0.63316 3.37803 -3.45366  0.086
H 0.99465 2.73731 -3.75382  0.066
H -0.18233 2.99699 -5.10847  0.098
C -5.33505 -1.04111 3.08344  0.043
N -3.98722 -1.02526 2.51920  -0.409
O -3.52432 -2.04827 1.97084  0.032
O -3.27979 -0.13195 2.95216  0.054
H -5.92877 -0.97357 2.17183  0.107
H -5.53877 -0.25884 3.81463  0.107
H -5.43627 -2.01781 3.55666  0.109
C -1.15180 -3.87159 -0.33121  0.039
N -2.58404 -3.87972 -0.81256  -0.372
O -3.19299 -4.91007 -0.83259  0.092
O -3.00040 -2.91205 -1.53699  -0.020
H -1.05459 -4.63228 0.44339  0.094
H -0.93830 -2.93377 0.18163  0.075
H -0.35190 -4.14732 -1.01839  0.075
C 2.53573 -4.11506 -3.22655  0.043
N 1.46890 -4.95487 -3.86670  -0.433
O 1.85605 -5.68845 -4.74802  0.062
O 0.28836 -4.76554 -3.63216  0.045
H 2.97818 -3.39958 -3.91968  0.082
H 3.12844 -4.83438 -2.66141  0.104
H 1.99901 -3.45648 -2.54369  0.071
C 3.72685 -3.99467 1.44983  0.045
N 2.45341 -3.60509 0.87258  -0.407
O 2.02141 -4.30018 -0.02860  0.063
O 1.81793 -2.80971 1.53037  0.047
H 3.69840 -5.07990 1.54764  0.109
H 3.96441 -3.47790 2.37967  0.108
H 4.46694 -3.80934 0.67136  0.095
C 2.15613 -1.14177 -5.98510  0.050
N 2.27696 -0.35262 -4.71801  -0.386
O 2.52861 -1.01979 -3.73072  0.020
O 2.16837 0.89244 -4.78813  0.057
H 3.08168 -1.57681 -6.36219  0.106
H 1.72232 -0.43527 -6.69275  0.101
H 1.47407 -1.95199 -5.72731  0.077
C -3.62732 2.18214 0.59554  0.051
N -3.87973 3.53019 -0.07981  -0.370
O -4.56436 4.34943 0.53953  0.075
O -3.32790 3.68857 -1.23319  -0.003
H -3.90648 1.35870 -0.06182  0.093
H -4.22116 2.11324 1.50697  0.085
H -2.58352 2.35337 0.85874  0.079
C 4.60402 0.33949 -1.65237  0.080
N 4.60756 -0.80523 -0.62213  -0.353
O 5.53139 -1.71009 -0.56261  0.006
O 3.66150 -0.74881 0.14003  0.032
H 4.34935 1.26915 -1.14346  0.078
H 3.87817 -0.00022 -2.39118  0.059
H 5.61929 0.36388 -2.04825  0.099
C 4.60668 0.67300 3.65069  0.080
N 5.40533 0.15635 2.40804  -0.424
O 5.69089 0.99477 1.55552  0.040
O 5.63782 -1.00348 2.31246  0.064
H 5.33228 1.26348 4.21011  0.090
H 4.34224 -0.18957 4.26236  0.086
H 3.76652 1.29564 3.34319  0.092
C -4.26483 1.80857 -3.49219  0.015
N -3.75760 2.44683 -4.69210  -0.382
O -4.47858 2.45875 -5.74329  0.027
O -2.70549 3.14539 -4.62483  0.027
H -3.45769 1.42729 -2.86670  0.079
H -4.84885 0.97455 -3.88134  0.103
H -4.84167 2.67523 -3.16931  0.112
C -0.61620 2.22245 3.15606  -0.088
O -0.45142 3.19940 4.15631  -0.027
C -1.38496 4.27418 4.29636  -0.522
O -2.34017 4.53589 3.53520  0.082
O -1.02898 4.97287 5.31734  0.014
C -1.81921 6.15840 5.59492  -0.001
H -1.55404 1.67335 3.23997  0.063
H 0.08991 1.39209 3.15960  0.090
H -0.82357 2.56081 2.14087  0.074
H -1.44379 6.57559 6.52932  0.093
H -2.82611 5.85266 5.87914  0.100
H -1.70098 6.85919 4.76847  0.107
C -0.84344 -0.15294 6.59526  -0.052
O -0.68293 -1.17557 5.65057  -0.024
C -0.59903 -2.48632 5.95856  -0.569
O -0.55673 -2.96709 7.05565  0.147
O -0.78429 -3.24225 4.85901  -0.003
C -0.59100 -2.88151 3.51509  -0.050
H -0.02690 -0.14706 7.31729  0.095
H -1.71239 -0.24896 7.24626  0.098
H -0.85884 0.83863 6.14287  0.087
H 0.06410 -2.01152 3.46985  0.094
H -1.53223 -2.73708 2.98468  0.068
H -0.11270 -3.75433 3.07066  0.085

Values from the calculation:
2S+1	1
net charge	0
HOMO	-10.16	eV